The following is a quantum chemistry calculation of the molecule CH2F3NOS at a distorted geometry, from OMol25.

Properties
ΔE to the lowest compared entry with this formula, charge and spin (kcal per mole): 116.1
Orbital gap (eV): 10.0
LUMO level (Eh): -0.025
SMILES: N=[S@](=O)(F)C(F)F
E_HOMO (eV): -10.64

Geometry (Å):
N: -0.47 -0.78 1.26
S: -0.61 -0.20 -0.11
O: -1.81 1.27 -0.26
F: -0.79 -1.34 -1.27
C: 1.07 0.10 -0.83
F: 1.96 -0.43 0.01
F: 1.17 1.45 -0.95
H: -1.25 -0.91 1.83
H: 1.10 -0.47 -1.77

***

The following is a quantum chemistry calculation of a structure of composition C3H3FeO3 at a distorted geometry, from OMol25.

Properties
ΔE to the lowest compared entry with this formula, charge and spin (kcal per mole): 13.9
Orbital gap (alpha / beta) (eV): 7.1 / 6.6
LUMO level (alpha / beta) (Eh): -0.165 / -0.311
E_HOMO (alpha / beta) (eV): -11.63 / -15.10
Total charge: +1
Multiplicity: 7

Geometry (Å):
C: -1.06 -1.40 0.84
C: -0.62 -0.15 0.71
O: 0.61 0.21 0.35
Fe: 1.93 1.49 0.88
H: -0.38 -2.25 0.83
H: -2.13 -1.58 0.98
H: -1.29 0.70 0.93
O: 1.95 1.36 -1.32
C: 0.92 0.86 -1.70
O: 0.07 0.77 -2.50

***

The following is a quantum chemistry calculation of a cluster of 3 separate species, C5H10N2O in total at a distorted geometry, from OMol25.

Properties
ΔE to the lowest compared entry with this formula, charge and spin (kcal per mole): 166.3
Orbital gap (alpha / beta) (eV): 8.4 / 7.5
LUMO level (alpha / beta) (Eh): 0.027 / 0.008
E_HOMO (alpha / beta) (eV): -7.61 / -7.23

Geometry (Å):
C: -1.90 1.22 -0.22
C: -2.97 0.19 -0.36
N: 0.22 0.35 -0.51
C: 2.25 -0.36 -0.15
C: -0.20 0.03 0.63
C: 2.80 -1.57 -0.13
O: 2.93 0.82 -0.15
N: -0.51 -0.60 1.62
H: 3.88 0.69 -0.30
H: 0.66 1.26 -0.60
H: 0.13 -1.27 2.03
H: -1.91 1.83 0.68
H: -1.69 1.81 -1.11
H: 2.19 -2.46 -0.12
H: 3.88 -1.71 -0.15
H: -2.76 -0.48 -1.20
H: -3.94 0.66 -0.55
H: -3.07 -0.41 0.55

***

The following is a quantum chemistry calculation of a cluster of 2 separate species, C5H10O in total at a distorted geometry, from OMol25.

Properties
ΔE to the lowest compared entry with this formula, charge and spin (kcal per mole): 30.0
Orbital gap (eV): 10.3
LUMO level (Eh): 0.035
SMILES: C=C=O.CCC
E_HOMO (eV): -9.35

Geometry (Å):
C: 2.28 -0.03 -1.20
C: 1.85 0.86 -0.33
O: 1.50 1.65 0.45
H: 1.63 -0.81 -1.57
H: 3.31 0.04 -1.52
C: -1.29 0.20 -0.82
C: -0.63 -0.66 0.26
C: -0.88 -0.13 1.66
H: -0.97 -0.07 -1.83
H: -1.07 1.27 -0.68
H: -2.37 0.09 -0.78
H: -0.98 -1.69 0.16
H: 0.45 -0.74 0.12
H: -0.60 0.93 1.74
H: -0.30 -0.68 2.41
H: -1.94 -0.21 1.92

***

The following is a quantum chemistry calculation of a cluster of 10 separate species, C38H58BClO32S in total, from OMol25.

Properties
Orbital gap (eV): 9.4
LUMO level (Eh): 0.005
SMILES: COCCCCC[C@H]1CS(=O)(=O)O[C@@H](Cl)[C@@H]1B(C)O.O=C1OCCO1.O=C1OCCO1.O=C1OCCO1.O=C1OCCO1.O=C1OCCO1.O=C1OCCO1.O=C1OCCO1.O=C1OCCO1.O=C1OCCO1
E_HOMO (eV): -9.30

Geometry (Å):
C: 2.54 2.28 0.13
O: 1.49 1.41 -0.19
C: 0.65 1.75 -1.27
C: 0.79 0.76 -2.46
C: 2.03 -0.13 -2.33
C: 2.23 -1.07 -3.53
C: 2.02 -2.57 -3.27
C: 2.52 -3.08 -1.91
C: 1.35 -3.09 -0.91
S: 2.01 -3.28 0.72
O: 2.69 -2.09 1.09
O: 1.04 -3.81 1.62
O: 3.19 -4.37 0.45
C: 3.05 -5.24 -0.65
Cl: 1.62 -6.33 -0.47
C: 3.08 -4.50 -2.01
B: 4.58 -4.54 -2.54
C: 5.24 -5.88 -3.04
O: 5.29 -3.39 -2.55
H: 2.68 2.23 1.21
H: 2.33 3.33 -0.11
H: 3.49 1.97 -0.32
H: -0.37 1.68 -0.89
H: 0.79 2.78 -1.61
H: -0.13 0.18 -2.57
H: 0.90 1.35 -3.37
H: 2.89 0.53 -2.25
H: 1.98 -0.64 -1.37
H: 3.21 -0.88 -3.97
H: 1.51 -0.78 -4.30
H: 0.96 -2.82 -3.39
H: 2.54 -3.11 -4.06
H: 3.30 -2.42 -1.53
H: 0.68 -3.91 -1.14
H: 0.77 -2.17 -0.91
H: 3.89 -5.92 -0.58
H: 2.48 -5.10 -2.70
H: 5.59 -6.42 -2.15
H: 6.10 -5.69 -3.68
H: 4.53 -6.55 -3.52
H: 6.21 -3.57 -2.77
O: -2.11 3.19 -1.09
C: -2.88 2.91 -0.22
O: -4.22 2.88 -0.35
C: -4.77 2.27 0.84
C: -3.67 2.52 1.86
O: -2.50 2.58 1.03
H: -5.71 2.73 1.10
H: -4.92 1.21 0.66
H: -3.78 3.49 2.36
H: -3.58 1.74 2.59
O: -5.35 0.79 3.62
C: -5.06 0.41 4.71
O: -5.81 -0.41 5.47
C: -5.02 -0.82 6.60
C: -4.01 0.30 6.71
O: -3.92 0.75 5.35
H: -5.63 -0.92 7.49
H: -4.56 -1.78 6.38
H: -4.36 1.13 7.33
H: -3.04 -0.02 7.07
O: 1.29 2.79 6.78
C: 1.23 2.04 5.86
O: 0.57 0.86 5.87
C: 0.52 0.35 4.53
C: 1.69 1.05 3.88
O: 1.79 2.26 4.64
H: 0.60 -0.73 4.53
H: -0.44 0.64 4.09
H: 2.62 0.49 3.99
H: 1.53 1.27 2.83
O: 8.41 -5.41 -4.68
C: 8.27 -6.28 -5.48
O: 7.73 -7.49 -5.22
C: 7.51 -8.17 -6.46
C: 8.51 -7.49 -7.37
O: 8.62 -6.19 -6.78
H: 7.68 -9.23 -6.34
H: 6.48 -8.00 -6.77
H: 9.49 -7.97 -7.35
H: 8.18 -7.41 -8.40
O: -1.31 9.89 -2.15
C: -1.48 8.73 -1.95
O: -0.80 8.01 -1.03
C: -1.43 6.72 -0.92
C: -2.13 6.59 -2.26
O: -2.37 7.96 -2.60
H: -0.69 5.95 -0.74
H: -2.13 6.75 -0.08
H: -1.49 6.13 -3.02
H: -3.06 6.03 -2.19
O: 0.73 15.14 1.14
C: 0.58 14.30 0.32
O: -0.04 13.11 0.53
C: -0.23 12.47 -0.74
C: 0.85 13.11 -1.58
O: 1.01 14.39 -0.96
H: -0.12 11.39 -0.64
H: -1.23 12.69 -1.10
H: 1.80 12.57 -1.52
H: 0.58 13.22 -2.63
O: -4.85 -2.10 9.72
C: -5.78 -1.47 10.13
O: -6.75 -1.94 10.93
C: -7.55 -0.85 11.38
C: -7.31 0.19 10.30
O: -5.99 -0.16 9.83
H: -8.59 -1.15 11.47
H: -7.18 -0.52 12.35
H: -8.01 0.09 9.47
H: -7.32 1.21 10.66
O: -1.64 -0.45 -4.92
C: -1.14 -0.13 -5.95
O: 0.20 -0.12 -6.19
C: 0.41 0.09 -7.59
C: -0.88 0.79 -8.00
O: -1.82 0.28 -7.05
H: 1.30 0.69 -7.75
H: 0.53 -0.87 -8.08
H: -0.82 1.88 -7.88
H: -1.20 0.56 -9.01
O: -4.28 -9.75 -0.04
C: -3.44 -8.99 0.32
O: -2.11 -9.23 0.24
C: -1.42 -8.01 0.55
C: -2.44 -7.27 1.39
O: -3.67 -7.78 0.88
H: -0.50 -8.23 1.09
H: -1.18 -7.49 -0.38
H: -2.37 -7.51 2.45
H: -2.39 -6.19 1.27

***

The following is a quantum chemistry calculation of a structure of composition C28H26F6MnN4O4S, from OMol25.

Properties
ΔE to the lowest compared entry with this formula, charge and spin (kcal per mole): 48.1
Orbital gap (alpha / beta) (eV): 8.2 / 7.9
LUMO level (alpha / beta) (Eh): -0.210 / -0.216
E_HOMO (alpha / beta) (eV): -13.93 / -13.79
Total charge: +2
Multiplicity: 4

Geometry (Å):
Mn: -0.96 1.29 -0.29
C: -1.03 1.51 -4.62
C: -1.62 1.41 -3.25
O: -0.87 1.25 -2.26
N: -2.94 1.49 -3.13
C: -3.65 1.41 -1.86
C: -3.50 2.67 -1.04
C: -4.48 3.65 -1.04
C: -4.27 4.82 -0.32
C: -3.08 4.97 0.38
C: -2.17 3.93 0.36
N: -2.37 2.81 -0.34
H: 0.03 1.26 -4.57
H: -1.13 2.54 -4.99
H: -1.54 0.85 -5.31
H: -3.48 1.62 -3.97
H: -3.27 0.53 -1.31
H: -4.69 1.21 -2.08
H: -5.39 3.51 -1.60
H: -5.01 5.60 -0.31
H: -2.87 5.86 0.95
H: -1.24 4.00 0.91
C: 4.80 -4.40 2.22
C: 4.08 -3.31 1.50
C: 4.68 -2.68 0.41
C: 4.02 -1.68 -0.29
C: 2.74 -1.31 0.13
C: 2.12 -1.92 1.21
C: 2.80 -2.91 1.89
S: 1.94 -0.10 -0.82
O: 0.89 -0.87 -1.78
O: 2.83 0.50 -1.75
N: 1.01 0.78 0.05
C: 1.43 1.18 1.36
C: 2.71 1.38 1.79
C: 2.96 1.72 3.14
C: 1.94 1.86 4.03
C: 0.60 1.71 3.60
C: -0.52 1.87 4.44
C: -1.79 1.73 3.93
C: -1.94 1.47 2.56
N: -0.91 1.31 1.74
C: 0.35 1.40 2.25
H: 5.86 -4.18 2.32
H: 4.71 -5.34 1.66
H: 4.38 -4.57 3.21
H: 5.67 -2.97 0.10
H: 4.49 -1.19 -1.13
H: 1.13 -1.62 1.53
H: 2.34 -3.38 2.75
H: 3.55 1.27 1.10
H: 3.98 1.85 3.46
H: 2.14 2.11 5.06
H: -0.38 2.10 5.49
H: -2.66 1.84 4.55
H: -2.93 1.41 2.12
C: -1.18 -3.54 -0.44
C: -0.52 -2.76 -1.58
O: -0.06 -1.56 -0.93
C: 0.63 -3.60 -2.18
F: 1.14 -3.08 -3.30
F: 0.18 -4.82 -2.46
F: 1.62 -3.71 -1.28
C: -1.57 -2.36 -2.63
F: -2.12 -3.42 -3.21
F: -2.56 -1.66 -2.02
F: -1.07 -1.56 -3.58
H: -0.41 -3.92 0.23
H: -1.75 -4.37 -0.84
H: -1.85 -2.89 0.11